Computed, not measured: C16H31F6NNaO6PS3 as an isolated structure at a distorted geometry, with ωB97M-V with the def2-TZVPD basis set.

Atoms and positions in Å:
1 Na 20.9260 -13.9289 13.6921
2 P 18.7105 -13.7310 11.0273
3 F 19.2017 -14.7884 12.1527
4 F 17.0954 -14.0404 11.5073
5 F 18.8088 -12.4317 11.9717
6 F 18.1735 -12.7872 9.7738
7 F 20.2913 -13.4818 10.6148
8 F 18.6980 -14.9692 9.9273
9 C 23.9709 -17.7224 17.1174
10 C 22.5380 -18.2857 17.4113
11 C 21.4320 -17.2460 17.7629
12 C 21.1273 -16.2693 16.7649
13 N 20.9062 -15.5237 15.9352
14 H 24.4326 -17.4683 18.0715
15 H 23.9812 -16.7653 16.5959
16 H 24.6632 -18.4226 16.6498
17 H 22.6198 -19.0121 18.2198
18 H 22.1205 -18.7763 16.5321
19 H 21.7807 -16.7008 18.6399
20 H 20.5315 -17.7518 18.1114
21 C 23.8855 -10.9710 10.3462
22 C 22.4905 -10.5667 10.8003
23 C 22.4206 -10.3420 12.2571
24 S 23.5872 -11.4542 13.1376
25 O 22.8724 -12.6382 13.5836
26 O 24.3984 -10.7762 14.0803
27 C 24.4377 -11.8601 11.4609
28 H 24.4933 -10.1063 10.0798
29 H 23.8083 -11.4642 9.3772
30 H 21.8608 -11.4342 10.6031
31 H 22.1713 -9.6965 10.2267
32 H 21.4530 -10.2468 12.7498
33 H 22.9243 -9.3755 12.2482
34 H 24.2579 -12.9158 11.2577
35 H 25.4386 -11.7250 11.8706
36 C 22.3835 -18.1164 10.0730
37 C 20.8602 -17.9728 10.4522
38 C 20.5555 -18.1502 11.9296
39 S 21.9996 -17.2374 12.6532
40 O 22.2034 -17.8888 13.9737
41 O 21.8418 -15.8465 12.4568
42 C 23.1955 -17.7962 11.3689
43 H 22.6267 -17.5277 9.1885
44 H 22.6247 -19.1219 9.7281
45 H 20.3091 -18.6098 9.7603
46 H 20.5582 -16.9467 10.2424
47 H 20.5101 -19.1823 12.2773
48 H 19.7366 -17.6443 12.4410
49 H 23.3668 -18.8164 11.7124
50 H 24.1992 -17.4094 11.1925
51 C 15.7494 -11.9900 15.6690
52 C 15.9943 -10.5086 15.4429
53 C 17.4999 -10.2524 14.9161
54 S 18.4498 -11.4877 15.8538
55 O 19.1001 -11.0378 17.0579
56 O 19.2588 -12.3182 14.9619
57 C 17.0074 -12.5401 16.3898
58 H 15.6917 -12.4154 14.6670
59 H 14.7904 -12.0797 16.1792
60 H 15.8738 -9.8822 16.3268
61 H 15.2245 -10.0353 14.8334
62 H 17.9272 -9.3322 15.3145
63 H 17.5675 -10.4132 13.8401
64 H 16.9797 -12.3533 17.4633
65 H 17.0607 -13.5988 16.1359

The calculation puts the orbital gap at 10.62 eV. The largest force on an atom comes out at 4.66 eV Å⁻¹. The total charge is 0.

In the natural (NBO) picture, each atom carries the following charge in e:
1 Na 0.93
2 P 2.58
3 F -0.60
4 F -0.59
5 F -0.58
6 F -0.58
7 F -0.61
8 F -0.59
9 C -0.62
10 C -0.37
11 C -0.53
12 C 0.35
13 N -0.39
14 H 0.20
15 H 0.22
16 H 0.22
17 H 0.21
18 H 0.22
19 H 0.24
20 H 0.25
21 C -0.42
22 C -0.41
23 C -0.66
24 S 2.14
25 O -1.00
26 O -0.91
27 C -0.61
28 H 0.21
29 H 0.24
30 H 0.23
31 H 0.23
32 H 0.26
33 H 0.23
34 H 0.25
35 H 0.24
36 C -0.39
37 C -0.44
38 C -0.62
39 S 2.14
40 O -0.94
41 O -0.96
42 C -0.67
43 H 0.22
44 H 0.20
45 H 0.23
46 H 0.25
47 H 0.23
48 H 0.26
49 H 0.23
50 H 0.26
51 C -0.42
52 C -0.40
53 C -0.65
54 S 2.13
55 O -0.92
56 O -0.98
57 C -0.64
58 H 0.22
59 H 0.23
60 H 0.21
61 H 0.23
62 H 0.25
63 H 0.27
64 H 0.24
65 H 0.26

Computed, not measured: C16H31InN as an isolated structure, with ωB97M-V with the def2-TZVPD basis set.

Atoms and positions in Å:
1 C 3.1113 2.6037 -3.0007
2 C 1.7162 2.0280 -3.2373
3 C 1.7025 0.9820 -4.3497
4 C 0.3261 0.3691 -4.6542
5 C -0.5161 0.0578 -3.4116
6 C 0.1302 -0.9804 -2.4802
7 In 0.0712 -0.5339 -0.2961
8 C 1.9923 -1.2225 0.5996
9 C 3.1179 -0.1774 0.5235
10 C 1.9122 -1.9038 1.9746
11 C 1.8262 -0.9862 3.2046
12 C 0.7113 0.0504 3.1527
13 H 3.6487 2.7417 -3.9455
14 H 3.7134 1.9319 -2.3836
15 H 3.0727 3.5724 -2.4970
16 H 1.0008 2.8233 -3.4828
17 H 1.3405 1.5820 -2.3115
18 H 2.1085 1.4364 -5.2626
19 H 2.3989 0.1786 -4.0797
20 H 0.4812 -0.5693 -5.2016
21 H -0.2234 1.0411 -5.3281
22 H -1.5066 -0.2686 -3.7493
23 H -0.6944 1.0025 -2.8810
24 H -0.3659 -1.9525 -2.5934
25 H 1.1697 -1.1518 -2.7908
26 H -1.3029 -1.4342 0.4188
27 H -0.1012 1.2322 -0.1314
28 H 2.2538 -2.0257 -0.1044
29 H 4.0940 -0.6031 0.2501
30 H 2.9080 0.6297 -0.1880
31 H 3.2602 0.3258 1.4863
32 H 2.7821 -2.5646 2.1371
33 H 1.0289 -2.5556 1.9918
34 H 2.7919 -0.4828 3.3455
35 H 1.7088 -1.6175 4.0947
36 H 0.9125 0.8145 2.3980
37 H -0.2465 -0.4007 2.8876
38 H 0.5928 0.5487 4.1205
39 N -3.2331 -0.2859 3.1340
40 C -3.9269 0.5304 3.9177
41 C -5.3059 0.4575 4.0637
42 C -5.9919 -0.5149 3.3508
43 C -5.2735 -1.3642 2.5244
44 C -3.8940 -1.2110 2.4473
45 H -3.3562 1.2833 4.4518
46 H -5.8241 1.1497 4.7149
47 H -7.0682 -0.6041 3.4342
48 H -5.7662 -2.1305 1.9406
49 H -3.2879 -1.8314 1.7956

The calculation puts the orbital gap at 6.83 eV. The largest force on an atom comes out at 0.24 eV Å⁻¹. The total charge is -1.

In the Löwdin picture, each atom carries the following charge in e:
1 C -0.12
2 C -0.27
3 C -0.24
4 C -0.24
5 C -0.34
6 C -0.33
7 In 0.47
8 C -0.46
9 C -0.17
10 C -0.29
11 C -0.29
12 C -0.13
13 H 0.06
14 H 0.06
15 H 0.06
16 H 0.11
17 H 0.06
18 H 0.10
19 H 0.10
20 H 0.10
21 H 0.10
22 H 0.09
23 H 0.06
24 H 0.01
25 H 0.02
26 H -0.11
27 H -0.09
28 H 0.06
29 H 0.06
30 H 0.04
31 H 0.05
32 H 0.09
33 H 0.09
34 H 0.09
35 H 0.09
36 H 0.04
37 H 0.04
38 H 0.06
39 N 0.08
40 C -0.16
41 C -0.09
42 C -0.10
43 C -0.08
44 C -0.15
45 H 0.10
46 H 0.09
47 H 0.10
48 H 0.10
49 H 0.07

Computed, not measured: one molecule with the formula C16H31N3O3, with ωB97M-V with the def2-TZVPD basis set.

Atoms and positions in Å:
1 C -0.6028 -2.6110 1.9455
2 C -1.9403 -1.8796 1.9241
3 C -2.8554 -2.3371 0.7876
4 C -2.3381 -2.0786 -0.6405
5 N -2.1839 -0.7155 -1.0935
6 C -0.9128 -0.0744 -0.8705
7 H -0.5531 -0.1557 0.1640
8 C 0.1836 -0.6558 -1.7873
9 O 0.7339 -1.7949 -1.1616
10 H 1.5691 -2.0292 -1.5874
11 C 1.2847 0.3832 -2.0746
12 N 2.0347 0.6760 -0.8760
13 C 3.0737 -0.0825 -0.4330
14 O 3.5756 -1.0123 -1.0167
15 C 3.4801 0.4807 0.9298
16 N 2.5639 1.5923 1.0545
17 C 1.7049 1.7065 0.0186
18 O 0.8395 2.5248 -0.1485
19 H 2.5341 2.2033 1.8517
20 C 3.2363 -0.5796 2.0060
21 H 2.1891 -0.8736 2.0138
22 H 3.5049 -0.1918 2.9860
23 H 3.8402 -1.4567 1.7908
24 C 4.9376 0.9394 0.9116
25 H 5.0706 1.7459 0.1939
26 H 5.2366 1.2899 1.8966
27 H 5.5717 0.1060 0.6219
28 H 0.8474 1.3132 -2.4404
29 H 1.9899 -0.0140 -2.8118
30 H -0.2802 -0.9363 -2.7464
31 H -1.0253 0.9844 -1.1053
32 C -3.3429 0.1440 -1.0859
33 C -3.5868 0.9858 0.1786
34 C -4.8091 1.8852 0.0138
35 C -5.0556 2.7366 1.2535
36 H -5.9281 3.3716 1.1165
37 H -4.1959 3.3721 1.4543
38 H -5.2242 2.1048 2.1232
39 H -5.6889 1.2678 -0.1840
40 H -4.6630 2.5376 -0.8503
41 H -3.7356 0.3365 1.0416
42 H -2.7098 1.6061 0.3746
43 H -4.2161 -0.4862 -1.2729
44 H -3.2472 0.8352 -1.9345
45 H -1.3714 -2.5643 -0.7644
46 H -3.0442 -2.5647 -1.3268
47 H -3.0067 -3.4163 0.8797
48 H -3.8329 -1.8643 0.9039
49 H -1.7712 -0.8037 1.8538
50 H -2.4574 -2.0629 2.8713
51 H -0.7612 -3.6853 2.0135
52 H -0.0166 -2.2990 2.8087
53 H -0.0299 -2.4078 1.0445

The calculation puts the orbital gap at 8.41 eV. The largest force on an atom comes out at 0.70 eV Å⁻¹. The total charge is 0. As for the SMILES: CCCCN(CCCC)C[C@H](O)CN1C(=O)NC(C)(C)C1=O.

In the natural (NBO) picture, each atom carries the following charge in e:
1 C -0.62
2 C -0.40
3 C -0.41
4 C -0.22
5 N -0.47
6 C -0.24
7 H 0.18
8 C 0.10
9 O -0.74
10 H 0.49
11 C -0.25
12 N -0.48
13 C 0.72
14 O -0.61
15 C 0.02
16 N -0.62
17 C 0.80
18 O -0.62
19 H 0.42
20 C -0.60
21 H 0.23
22 H 0.21
23 H 0.23
24 C -0.60
25 H 0.22
26 H 0.21
27 H 0.23
28 H 0.24
29 H 0.22
30 H 0.18
31 H 0.22
32 C -0.19
33 C -0.42
34 C -0.39
35 C -0.60
36 H 0.21
37 H 0.20
38 H 0.20
39 H 0.19
40 H 0.19
41 H 0.19
42 H 0.20
43 H 0.19
44 H 0.18
45 H 0.22
46 H 0.19
47 H 0.20
48 H 0.20
49 H 0.19
50 H 0.20
51 H 0.20
52 H 0.20
53 H 0.22

Computed, not measured: C16H31NO6Rb as an isolated structure at a distorted geometry, with ωB97M-V with the def2-TZVPD basis set.

Atoms and positions in Å:
1 Rb 17.6714 4.4473 -22.4362
2 O 19.3200 2.4899 -18.7375
3 C 19.0580 2.7360 -20.0620
4 O 19.9086 3.1674 -20.8420
5 O 17.8512 2.4194 -20.4230
6 H 18.4445 2.2079 -18.4392
7 C 19.7912 7.1990 -16.6916
8 C 20.9043 7.1093 -15.6336
9 C 20.4036 7.7023 -14.3196
10 C 19.3647 6.7999 -13.6815
11 C 19.9780 5.3973 -13.4649
12 C 20.5743 4.7967 -14.7340
13 N 21.4160 5.7616 -15.4157
14 O 21.8943 5.2408 -16.5903
15 C 19.4294 4.2265 -15.6065
16 C 21.4703 3.6363 -14.3113
17 C 22.0924 7.9462 -16.0796
18 H 20.0100 7.9747 -17.4390
19 H 18.7972 7.4359 -16.2830
20 H 19.5890 6.3209 -17.3136
21 H 20.0046 8.7063 -14.5093
22 H 21.1989 7.7812 -13.5713
23 H 18.4046 6.8018 -14.2063
24 H 19.0971 7.1510 -12.6725
25 H 19.0790 4.8104 -13.2134
26 H 20.6225 5.4344 -12.5860
27 H 19.2620 3.1883 -15.3067
28 H 19.8171 4.2286 -16.6286
29 H 18.5198 4.8211 -15.5044
30 H 21.0093 3.1083 -13.4551
31 H 22.4049 3.9814 -13.8539
32 H 21.7140 2.9140 -15.0863
33 H 22.9857 7.7975 -15.4677
34 H 21.8666 9.0199 -15.9227
35 H 22.3823 7.8434 -17.1233
36 C 15.1004 4.1998 -19.7506
37 C 15.0770 5.6685 -20.0373
38 O 15.2146 6.0945 -21.1695
39 C 14.9615 6.5936 -18.8624
40 H 14.8826 3.6311 -20.6542
41 H 14.4351 3.9171 -18.9351
42 H 16.1142 3.8814 -19.4651
43 H 13.9776 6.5190 -18.3965
44 H 15.1604 7.6215 -19.1509
45 H 15.7001 6.2939 -18.1126
46 C 14.8139 0.5700 -19.3765
47 C 15.1459 0.6287 -17.9015
48 O 14.2740 0.4274 -17.0923
49 C 16.4945 1.1065 -17.4569
50 H 13.8783 0.0083 -19.3824
51 H 15.5991 0.0967 -19.9650
52 H 14.6280 1.5448 -19.8194
53 H 16.7797 1.9820 -18.0349
54 H 17.2316 0.2994 -17.4844
55 H 16.4519 1.3659 -16.3986

The calculation puts the orbital gap at 2.14 eV. The largest force on an atom comes out at 1.98 eV Å⁻¹. The total charge is -1.

In the natural (NBO) picture, each atom carries the following charge in e:
1 Rb 0.98
2 O -0.69
3 C 0.95
4 O -0.77
5 O -0.94
6 H 0.48
7 C -0.64
8 C 0.08
9 C -0.40
10 C -0.39
11 C -0.39
12 C 0.09
13 N -0.20
14 O -0.84
15 C -0.67
16 C -0.58
17 C -0.57
18 H 0.19
19 H 0.17
20 H 0.23
21 H 0.19
22 H 0.20
23 H 0.18
24 H 0.18
25 H 0.19
26 H 0.19
27 H 0.19
28 H 0.27
29 H 0.17
30 H 0.16
31 H 0.21
32 H 0.22
33 H 0.21
34 H 0.16
35 H 0.22
36 C -0.76
37 C 0.62
38 O -0.61
39 C -0.73
40 H 0.22
41 H 0.23
42 H 0.29
43 H 0.24
44 H 0.24
45 H 0.25
46 C -0.72
47 C 0.60
48 O -0.56
49 C -0.73
50 H 0.22
51 H 0.24
52 H 0.23
53 H 0.23
54 H 0.25
55 H 0.24

Computed, not measured: C16H31NP2ReSe as an isolated structure at a distorted geometry, with ωB97M-V with the def2-TZVPD basis set.

Atoms and positions in Å:
1 P 0.7225 -1.7643 -0.8307
2 P -0.1641 1.4414 -1.7047
3 C -0.1788 -1.1901 -2.3614
4 C 0.3290 0.1609 -2.8829
5 H -1.2435 -1.1256 -2.0668
6 H -0.0921 -1.9702 -3.1337
7 H 1.4233 0.1984 -2.9744
8 H -0.1220 0.4415 -3.8441
9 C -1.5970 2.3093 -2.4970
10 H -2.0074 3.0574 -1.8019
11 H -2.3756 1.5789 -2.7540
12 H -1.2463 2.8236 -3.4042
13 C 1.0798 2.7759 -2.0505
14 H 0.9080 3.1652 -3.0658
15 H 2.1027 2.3838 -1.9786
16 H 0.9444 3.5939 -1.3252
17 C -1.0861 -3.6516 -0.1560
18 H -1.2574 -4.4089 0.6201
19 H -0.4225 -4.0693 -0.9334
20 H -2.0453 -3.3827 -0.6164
21 C 2.0084 -2.7891 -1.5579
22 H 2.8128 -2.1375 -1.9017
23 H 1.5890 -3.3446 -2.3992
24 H 2.3965 -3.5041 -0.8319
25 Re -0.3949 -2.0564 0.9606
26 C 0.6704 2.6103 2.4065
27 C -0.6631 2.7696 2.2417
28 C -1.5368 2.4266 1.0592
29 C -2.0970 0.9725 0.5914
30 C -1.7734 -0.3744 1.0130
31 C 1.4870 -0.6492 0.4965
32 C 1.1989 0.8069 0.5342
33 C 1.6692 1.6561 1.7448
34 C 0.9025 -3.2992 2.0096
35 H 1.1578 3.2292 3.1765
36 H -1.2236 3.2034 3.0812
37 H -1.1421 2.9188 0.1487
38 H -2.4983 2.9164 1.2977
39 H -3.1887 1.0609 0.7581
40 H -2.0600 0.8795 -0.5303
41 H -2.6934 -0.9173 1.2857
42 H 2.4474 -1.0072 0.8906
43 H 0.1047 0.9620 0.4726
44 H 1.7478 1.2524 -0.3272
45 H 2.1079 0.9818 2.5038
46 H 2.4844 2.3163 1.3971
47 H 1.6603 -2.7077 2.5483
48 H 1.3559 -4.1046 1.4181
49 H 0.2292 -3.7371 2.7748
50 Se -0.9950 -0.1731 5.5428
51 C -0.8072 -1.0145 4.0118
52 N -0.6282 -1.5143 2.9445

Its multiplicity is 4. Its expectation value of S² is 3.82. The calculation puts the orbital gap (alpha / beta) at 5.73 / 3.52 eV. The largest force on an atom comes out at 6.46 eV Å⁻¹. The total charge is +2.

In the natural (NBO) picture, each atom carries the following charge in e:
1 P 1.19
2 P 1.40
3 C -0.71
4 C -0.80
5 H 0.24
6 H 0.29
7 H 0.26
8 H 0.29
9 C -0.98
10 H 0.27
11 H 0.26
12 H 0.28
13 C -0.98
14 H 0.28
15 H 0.26
16 H 0.27
17 C -0.91
18 H 0.27
19 H 0.24
20 H 0.25
21 C -0.96
22 H 0.27
23 H 0.27
24 H 0.28
25 Re 0.99
26 C -0.12
27 C -0.24
28 C -0.43
29 C -0.57
30 C -0.08
31 C -0.54
32 C -0.43
33 C -0.46
34 C -0.91
35 H 0.24
36 H 0.25
37 H 0.20
38 H 0.27
39 H 0.26
40 H 0.26
41 H 0.20
42 H 0.27
43 H 0.25
44 H 0.22
45 H 0.26
46 H 0.24
47 H 0.25
48 H 0.23
49 H 0.26
50 Se 0.15
51 C 0.19
52 N -0.73